The following is a quantum chemistry calculation of a single C4H6N2O molecule, from the OMol25 dataset.

Calculated values
Kohn-Sham gap, eV: 8.6
LUMO level, eV: 0.511
E_HOMO, eV: -8.1269
Energy relative to the best compared isomer or geometry (same formula, charge and spin), kcal per mole: 57.3
DFT total energy, Eh: -340.7035

```
! wB97M-V def2-TZVPD RIJCOSX def2/J DEFGRID3
* xyz 0 1
O -1.295 -0.725 1.041
N -0.527 0.622 -2.196
N 0.603 0.161 0.158
C -1.283 -0.053 -1.255
C 0.359 1.229 -2.684
C 1.429 -0.118 1.313
C -0.682 -0.214 -0.044
H 2.463 -0.072 0.970
H -2.232 -0.834 0.834
H -2.295 -0.352 -1.498
H 0.904 0.893 -0.468
H 1.289 0.595 2.137
H 1.267 -1.132 1.690
*
```